[1]
104
Properties=species:S:1:pos:R:3:nbo_charge:R:1 method="wB97M-V/def2-TZVPD" charge=+1 spin_multiplicity=4
Cr -0.0686 0.5016 -0.6350 1.311
N -2.7894 1.3732 -0.9758 -0.616
N -4.0806 0.9328 -1.2857 -0.428
C -4.3585 -0.3646 -1.5823 0.630
N -5.5622 -0.5730 -2.1214 -0.780
N -3.4478 -1.2558 -1.2282 -0.451
N -3.7270 -2.5725 -1.4646 0.636
O -2.9463 -3.3495 -0.9461 -0.416
O -4.6646 -2.9453 -2.1620 -0.438
H -2.8740 2.0667 -0.2420 0.377
H -2.3518 1.7666 -1.8034 0.383
H -4.7069 1.6259 -1.6657 0.379
H -6.1732 0.1965 -2.3281 0.402
H -5.7923 -1.5145 -2.4012 0.453
C 2.3866 0.2285 2.8524 -0.626
C 1.2563 -0.2602 3.7085 -0.030
C 1.5526 -0.9543 4.8762 -0.149
C 0.5575 -1.3689 5.7468 -0.193
C -0.7648 -1.0787 5.4597 -0.196
C -1.0829 -0.4008 4.2936 -0.191
C -0.0897 -0.0006 3.3979 -0.357
P -0.5502 0.8767 1.8585 0.840
C -2.3803 0.9404 1.9709 -0.275
C -2.9689 -0.2977 1.7012 -0.218
C -4.3313 -0.5036 1.8076 -0.158
C -5.1419 0.5592 2.1708 -0.201
C -4.5750 1.7986 2.4140 -0.209
C -3.1985 2.0268 2.3316 -0.047
C -2.7201 3.4204 2.6519 -0.636
C 0.1349 2.5420 1.9787 -0.408
C 0.4942 3.1373 3.1868 -0.193
C 1.0045 4.4216 3.2001 -0.207
C 1.1545 5.1099 2.0001 -0.176
C 0.8098 4.5120 0.7992 -0.230
C 0.2967 3.2131 0.7607 0.071
C -0.0593 2.5768 -0.5645 -0.935
H 3.3181 -0.2740 3.1097 0.234
H 2.5363 1.3036 2.9761 0.231
H 2.1906 0.0513 1.7972 0.203
H 2.5903 -1.1613 5.1077 0.211
H 0.8173 -1.9083 6.6478 0.228
H -1.5547 -1.3820 6.1333 0.227
H -2.1222 -0.1923 4.0874 0.230
H -2.3460 -1.1323 1.4093 0.230
H -4.7480 -1.4797 1.5971 0.221
H -6.2123 0.4284 2.2625 0.226
H -5.2149 2.6268 2.6928 0.220
H -3.5769 4.0871 2.7331 0.226
H -2.0478 3.8273 1.8984 0.221
H -2.1881 3.4518 3.6031 0.232
H 0.3710 2.5888 4.1141 0.230
H 1.2861 4.8868 4.1352 0.229
H 1.5549 6.1154 2.0021 0.229
H 0.9464 5.0514 -0.1307 0.226
H 0.6762 2.8789 -1.3121 0.214
H -1.0101 2.9840 -0.9200 0.189
C 0.4130 -2.0428 -6.1701 -0.732
S -0.8902 -0.7922 -6.0514 0.291
C 0.0390 0.5684 -5.4515 -0.429
C 0.0882 0.9704 -4.1659 -0.377
S -0.7441 0.1570 -2.8604 -0.289
S 0.9966 2.4301 -3.8669 0.463
C 1.5700 2.7051 -5.4911 -0.572
S 2.5733 3.9327 -5.8749 -0.009
S 0.9318 1.5449 -6.6029 0.488
H -0.0790 -2.9707 -6.4567 0.242
H 0.8935 -2.1823 -5.2035 0.210
H 1.1471 -1.7790 -6.9280 0.225
C 6.1850 1.0861 -1.8930 -0.649
C 4.7206 0.9789 -1.6075 0.091
C 4.1525 1.5415 -0.4669 -0.204
C 2.8032 1.4013 -0.2273 0.049
N 1.9833 0.7158 -1.0381 -0.592
C 2.5225 0.1850 -2.1462 0.071
C 3.8600 0.3001 -2.4617 -0.252
H 6.6182 1.9654 -1.4202 0.233
H 6.3743 1.1298 -2.9641 0.238
H 6.7011 0.2073 -1.5005 0.245
H 4.7531 2.1107 0.2302 0.230
H 2.3489 1.8829 0.6260 0.228
H 1.8467 -0.3598 -2.7886 0.234
H 4.2186 -0.1372 -3.3841 0.239
C 0.3832 -2.7225 -1.7075 -0.058
N 0.5860 -1.9104 -0.4593 -0.564
C 2.0032 -2.1179 -0.0341 -0.061
N 2.3446 -3.5096 0.1680 -0.460
C 2.1153 -4.2257 -1.0897 -0.075
N 0.7244 -4.1226 -1.5193 -0.457
C -0.1264 -4.6836 -0.4659 -0.089
N 0.0535 -3.9603 0.7981 -0.454
C -0.2679 -2.5592 0.5909 -0.085
C 1.4556 -4.0657 1.1918 -0.076
H 1.0165 -2.3048 -2.4917 0.195
H -0.6560 -2.6311 -2.0117 0.227
H 2.1572 -1.5865 0.9046 0.204
H 2.6691 -1.7090 -0.7890 0.206
H 2.3701 -5.2770 -0.9516 0.209
H 2.7666 -3.8066 -1.8609 0.194
H 0.1389 -5.7308 -0.3137 0.203
H -1.1625 -4.6246 -0.7733 0.234
H -0.1172 -2.0242 1.5322 0.202
H -1.3050 -2.4737 0.2649 0.246
H 1.7057 -5.1158 1.3468 0.209
H 1.6101 -3.5262 2.1301 0.198

***

[2]
Here is a cluster of 2 separate species, C4H12N2S in total from the OMol25 dataset. Energies are from wB97M-V/def2-TZVPD.

XYZ file:
```
19
Properties=species:S:1:pos:R:3:nbo_charge:R:1
C -0.9243 -0.6351 0.0555 -0.240
N 0.0866 0.3880 0.0045 -0.577
C 1.3601 -0.3171 0.0654 0.009
C 2.6162 0.7064 0.1755 -0.612
S 4.1475 -0.1851 0.0296 -0.296
C -2.2592 -0.1027 -0.2928 -0.225
N -2.8852 0.8050 0.7111 -0.846
H -0.7599 -1.5440 -0.6817 0.167
H -0.9670 -1.1227 1.0228 0.209
H 0.1429 1.0430 -0.8355 0.390
H 1.5053 -0.8926 -0.9448 -0.028
H 1.5293 -1.1050 0.8173 0.244
H 2.5004 1.5517 -0.5925 0.197
H 2.4812 1.2610 1.1541 0.267
H 1.8927 -1.3421 -1.6062 0.228
H -2.1681 0.5307 -1.2112 0.187
H -2.9240 -0.9567 -0.4304 0.204
H -2.1995 1.5405 0.8576 0.355
H -3.1751 0.3768 1.7016 0.366
```

***

Number 1: electronic energy -5550.74230 hartree, F_max 0.013 Eh/bohr. Number 2: electronic energy -667.07968 hartree, F_max 0.121 Eh/bohr.